{"formula": "C55H142N10O17", "method": "ωB97M-V with the def2-TZVPD basis set", "elements": ["C", "O", "C", "C", "C", "N", "H", "H", "H", "H", "H", "H", "H", "H", "H", "H", "H", "C", "O", "C", "C", "C", "N", "H", "H", "H", "H", "H", "H", "H", "H", "H", "H", "H", "C", "O", "C", "C", "C", "N", "H", "H", "H", "H", "H", "H", "H", "H", "H", "H", "H", "C", "O", "C", "C", "C", "N", "H", "H", "H", "H", "H", "H", "H", "H", "H", "H", "H", "C", "O", "C", "C", "N", "C", "C", "O", "C", "H", "H", "H", "H", "H", "H", "H", "H", "H", "H", "H", "H", "H", "H", "H", "C", "O", "C", "C", "N", "C", "C", "O", "C", "H", "H", "H", "H", "H", "H", "H", "H", "H", "H", "H", "H", "H", "H", "H", "C", "O", "C", "C", "N", "C", "C", "O", "C", "H", "H", "H", "H", "H", "H", "H", "H", "H", "H", "H", "H", "H", "H", "H", "C", "O", "C", "C", "N", "C", "C", "O", "C", "H", "H", "H", "H", "H", "H", "H", "H", "H", "H", "H", "H", "H", "H", "H", "C", "O", "C", "C", "N", "C", "C", "O", "C", "H", "H", "H", "H", "H", "H", "H", "H", "H", "H", "H", "H", "H", "H", "H", "C", "O", "C", "C", "N", "C", "C", "O", "C", "H", "H", "H", "H", "H", "H", "H", "H", "H", "H", "H", "H", "H", "H", "H", "C", "C", "C", "O", "H", "H", "H", "H", "H", "H", "H", "H"], "coordinates": [[-4.4375, -26.1692, 23.0180], [-3.3934, -25.1391, 23.1524], [-3.8624, -23.8499, 23.5248], [-2.6000, -23.0039, 23.9314], [-1.8997, -23.3096, 25.3223], [-2.8632, -21.5816, 23.7393], [-4.6171, -26.6371, 23.9860], [-3.9436, -26.8277, 22.3035], [-5.3353, -25.7535, 22.5606], [-4.4785, -23.4812, 22.7047], [-4.5366, -23.8799, 24.3807], [-1.8035, -23.2516, 23.2297], [-2.4500, -22.8385, 26.1367], [-0.8714, -22.9517, 25.2730], [-1.8981, -24.3462, 25.6594], [-2.7966, -21.5069, 22.7342], [-2.0165, -21.0657, 23.9321], [1.0402, -16.9036, 22.5426], [-0.2680, -17.5688, 22.4643], [-0.3093, -18.7574, 23.2418], [-0.3095, -18.5237, 24.7773], [0.8780, -17.8522, 25.5342], [-0.6800, -19.7480, 25.5004], [0.8415, -16.1319, 23.2863], [1.4316, -16.4492, 21.6324], [1.8728, -17.5250, 22.8720], [-1.1823, -19.3589, 22.9884], [0.5039, -19.4590, 23.0555], [-1.1512, -17.8312, 24.7751], [1.5190, -17.0841, 25.1013], [1.6532, -18.6184, 25.5284], [0.5340, -17.5401, 26.5203], [-1.4060, -19.4325, 26.1277], [0.1382, -20.1592, 25.9267], [1.0218, -13.0019, 21.4390], [2.0112, -12.1701, 22.1207], [2.0699, -10.7826, 21.7731], [3.1628, -10.0423, 22.6164], [3.4358, -8.5932, 22.2556], [4.3765, -10.6914, 22.8141], [0.1193, -12.4414, 21.1952], [0.7437, -13.8486, 22.0665], [1.3097, -13.2632, 20.4207], [2.2844, -10.6984, 20.7077], [1.1177, -10.3234, 22.0387], [2.8254, -9.9497, 23.6488], [2.5210, -8.0297, 22.0719], [3.9145, -8.3937, 21.2969], [3.9586, -8.2186, 23.1357], [4.6456, -10.3882, 23.7392], [4.2262, -11.6828, 22.9354], [4.7328, -17.9089, 23.7738], [5.4041, -19.0666, 23.1215], [4.7070, -19.6138, 21.9219], [3.3596, -20.3919, 22.1733], [3.6225, -21.8911, 22.6104], [2.4444, -20.2719, 21.0495], [5.3351, -17.3286, 24.4727], [3.8305, -18.2303, 24.2942], [4.3051, -17.0878, 23.1984], [4.4939, -18.7619, 21.2761], [5.2522, -20.2348, 21.2111], [2.9097, -19.9097, 23.0412], [2.7189, -22.4822, 22.7594], [4.2486, -21.9099, 23.5025], [4.1119, -22.4035, 21.7822], [1.8332, -21.0701, 21.1468], [3.0708, -20.3990, 20.2674], [-2.2569, -11.5448, 22.5061], [-1.9515, -11.1000, 23.8751], [-2.5948, -11.9348, 24.8132], [-4.1504, -11.8490, 24.9465], [-4.8032, -12.6688, 26.0288], [-6.2585, -12.9040, 25.7733], [-6.6944, -13.7065, 26.9795], [-8.0438, -14.0698, 26.7890], [-8.5911, -14.6938, 28.0021], [-1.9173, -12.5218, 22.1622], [-1.7374, -10.9266, 21.7739], [-3.3375, -11.4834, 22.3773], [-2.2580, -11.6523, 25.8106], [-2.3860, -13.0046, 24.8179], [-4.6181, -12.1145, 23.9985], [-4.4568, -10.8039, 24.9915], [-4.8487, -11.9883, 26.7738], [-6.4688, -13.2916, 24.7765], [-6.9118, -12.0360, 25.6840], [-6.7002, -13.0178, 27.8243], [-5.9540, -14.5021, 27.0633], [-9.6805, -14.6593, 27.9991], [-8.1864, -14.1401, 28.8493], [-8.2764, -15.7374, 27.9980], [-10.9435, -21.6503, 18.4237], [-12.0937, -21.5814, 19.2330], [-12.3645, -22.6175, 20.1756], [-11.1482, -23.0443, 21.0884], [-10.4972, -21.9192, 21.7347], [-9.3248, -22.2762, 22.4755], [-8.4280, -21.0620, 22.8406], [-7.5109, -21.6522, 23.6681], [-6.1519, -21.3138, 23.2987], [-10.8220, -22.6322, 17.9664], [-10.0097, -21.6231, 18.9852], [-10.9450, -20.8414, 17.6930], [-12.7099, -23.5631, 19.7579], [-13.1238, -22.1242, 20.7825], [-10.4367, -23.5336, 20.4232], [-11.4965, -23.7905, 21.8026], [-10.3320, -21.1124, 21.1499], [-8.6664, -23.0462, 22.0733], [-9.8320, -22.6047, 23.3827], [-9.0029, -20.2203, 23.2269], [-7.9563, -20.7718, 21.9018], [-5.4909, -21.9138, 23.9242], [-5.9674, -20.2401, 23.2625], [-5.9568, -21.7353, 22.3126], [-0.6456, -8.1595, 18.3451], [-2.0067, -8.6520, 18.6265], [-2.1671, -9.4907, 19.7559], [-3.6707, -9.9180, 19.8028], [-4.5692, -8.8419, 20.3624], [-6.0017, -9.0888, 20.3311], [-6.5620, -9.1047, 18.9188], [-6.3043, -10.3098, 18.1887], [-7.1024, -11.5185, 18.3978], [-0.0045, -8.4673, 19.1711], [-0.6977, -7.0740, 18.4287], [-0.2317, -8.5122, 17.4004], [-1.6079, -9.2384, 20.6569], [-1.6897, -10.4210, 19.4480], [-3.7177, -10.8004, 20.4410], [-4.0681, -10.0945, 18.8033], [-4.2286, -7.9985, 19.9235], [-6.4703, -8.3292, 20.9568], [-6.0954, -10.0538, 20.8290], [-6.2595, -8.2718, 18.2841], [-7.6126, -8.8315, 19.0172], [-6.9506, -11.9415, 19.3909], [-6.8791, -12.2066, 17.5824], [-8.1496, -11.2183, 18.4344], [-1.5830, -11.2030, 16.1841], [-0.1383, -11.2391, 16.3822], [0.2224, -12.3168, 17.2939], [0.3760, -13.6414, 16.4753], [0.7723, -14.7394, 17.2687], [0.7568, -16.0395, 16.4599], [2.2426, -16.6495, 16.2994], [3.0411, -16.8254, 17.4409], [2.9091, -18.2302, 17.9701], [-1.6493, -12.2060, 15.7625], [-1.9381, -10.5234, 15.4093], [-2.2113, -11.0779, 17.0659], [-0.3058, -12.3131, 18.2474], [1.1601, -11.9825, 17.7379], [1.1867, -13.6679, 15.7472], [-0.5781, -14.0026, 16.0913], [1.6365, -14.5547, 17.7576], [0.4404, -16.1079, 15.4191], [0.1793, -16.7318, 17.0725], [2.8233, -16.0083, 15.6363], [2.2581, -17.5737, 15.7218], [1.8818, -18.5849, 17.8869], [3.2711, -18.3910, 18.9856], [3.4596, -19.0248, 17.4664], [-8.1186, -25.5756, 20.8675], [-7.6657, -24.3812, 20.2017], [-6.9795, -24.6271, 19.0364], [-6.2307, -23.2957, 18.5911], [-7.2738, -22.2437, 18.2956], [-6.6154, -21.0920, 17.6952], [-7.6712, -19.9911, 17.5569], [-8.1742, -19.5750, 18.8119], [-9.0547, -18.4618, 18.8800], [-8.7637, -25.5125, 21.7438], [-7.2148, -26.0417, 21.2599], [-8.7230, -26.2272, 20.2364], [-7.6403, -24.7824, 18.1836], [-6.2040, -25.3868, 19.1345], [-5.7488, -23.3305, 17.6140], [-5.5103, -22.9849, 19.3477], [-7.4368, -21.8982, 19.2306], [-6.2149, -21.4638, 16.7521], [-5.7821, -20.7151, 18.2881], [-8.4852, -20.3109, 16.9064], [-7.0716, -19.2211, 17.0713], [-8.4568, -17.5674, 19.0549], [-9.9387, -18.5377, 19.5131], [-9.5015, -18.2585, 17.9068], [-3.7643, -20.2365, 20.5178], [-2.3537, -20.1656, 20.8225], [-1.4546, -19.5462, 19.8675], [-1.8603, -18.1888, 19.2142], [-2.0550, -17.2754, 20.3144], [-2.3406, -15.9295, 19.9148], [-2.7464, -14.9791, 21.0904], [-3.4995, -13.7694, 20.8042], [-4.7624, -13.9782, 20.2113], [-4.1106, -19.2220, 20.7150], [-4.2814, -20.7710, 21.3147], [-3.8346, -20.7229, 19.5449], [-1.3397, -20.3576, 19.1488], [-0.4725, -19.5245, 20.3400], [-2.7227, -18.4909, 18.6200], [-0.9999, -17.9568, 18.5866], [-1.3276, -17.3603, 21.0100], [-3.1134, -16.0680, 19.1588], [-1.4436, -15.4935, 19.4751], [-1.9023, -14.5342, 21.6175], [-3.2795, -15.6027, 21.8079], [-4.9439, -14.9118, 19.6789], [-5.0480, -13.0464, 19.7231], [-5.4994, -14.0501, 21.0112], [-3.5498, -15.9843, 15.8172], [-3.6036, -14.6842, 15.0333], [-4.0122, -14.9642, 13.6307], [-4.6321, -13.7344, 15.4024], [-2.8801, -16.6678, 15.2953], [-4.5636, -16.3846, 15.8289], [-3.1279, -15.9050, 16.8191], [-2.6495, -14.1609, 15.0964], [-5.0240, -15.3146, 13.4262], [-3.3250, -15.7057, 13.2232], [-3.7411, -14.0641, 13.0790], [-4.6250, -13.0210, 14.7600]], "atomic_forces_ev_per_a": [[1.9, 1.4, -0.3], [-1.0, -0.6, 0.3], [1.1, -0.3, 0.9], [0.8, -1.0, 0.1], [-1.5, 0.2, -0.5], [-0.1, 0.1, -0.3], [-0.2, 0.0, -0.1], [-0.5, -0.5, 0.2], [-0.1, 0.0, 0.2], [0.4, 0.7, -0.3], [-0.1, -0.3, 0.4], [-0.1, -0.7, -0.4], [0.1, 0.6, 0.0], [-0.1, 0.1, 0.1], [0.1, -0.3, -0.7], [-0.7, 0.3, -0.6], [0.3, 0.2, 1.1], [-0.9, 0.3, 0.7], [1.9, -0.5, -0.1], [1.1, -0.9, 1.0], [-0.6, 1.4, -0.6], [0.5, -0.8, -1.2], [-0.3, 0.8, -1.2], [0.6, 0.3, -0.1], [-0.9, -0.1, -0.5], [-0.4, -0.5, 0.2], [-0.4, 0.6, -0.1], [0.6, 0.2, -0.7], [-0.3, 0.1, 0.9], [-1.0, 0.7, -0.3], [0.0, -0.5, 1.0], [0.3, -0.3, 0.0], [0.3, -0.8, 0.6], [-0.3, 0.0, 0.5], [0.3, 1.8, -0.1], [-0.4, -0.8, -0.1], [0.7, -0.3, 0.5], [-2.7, 0.7, 0.3], [-1.0, 0.2, -0.8], [2.6, -1.8, -0.2], [-0.3, 0.4, 0.6], [0.4, 0.1, -0.1], [0.8, -0.6, 0.1], [0.0, 0.2, -0.2], [-0.2, 0.2, -0.3], [-1.6, 0.1, 0.0], [-0.4, 0.1, 0.8], [0.9, -0.5, 0.2], [0.2, 0.6, -0.5], [0.8, -0.1, 0.0], [-0.1, -0.3, -0.2], [-0.8, -0.8, -0.4], [-1.1, 0.5, -0.8], [-1.5, 1.1, 0.4], [0.9, -0.4, 2.2], [0.2, 1.1, -0.8], [0.9, 0.3, 0.4], [0.8, -1.0, 0.0], [0.2, -0.5, 0.4], [0.4, -0.3, -1.4], [-0.5, 0.4, 0.1], [1.3, -0.3, 1.0], [-0.2, 0.1, 0.1], [-0.3, 0.4, 0.3], [0.0, -0.1, -0.1], [0.4, 0.0, 0.0], [-0.3, -0.1, -0.6], [-0.5, -0.3, -0.8], [0.0, 0.7, 0.5], [-0.5, -1.5, -1.4], [-1.2, -0.3, 2.1], [-0.6, 0.2, -1.3], [0.0, 1.5, -1.4], [0.5, 0.4, -0.2], [-0.8, 0.5, -1.2], [-0.8, -1.0, 1.1], [0.8, 0.5, -1.4], [-0.1, -0.5, 1.1], [-0.2, 0.6, 0.6], [0.2, 0.0, -0.3], [0.5, 0.4, 0.0], [0.5, -0.2, -0.9], [0.1, -0.6, -0.2], [0.2, 0.4, 0.5], [0.4, -0.2, 0.7], [0.6, -1.2, 0.2], [0.3, 0.9, 0.5], [0.6, -0.1, 0.4], [-0.4, -0.5, 0.5], [0.1, 0.2, -0.2], [-0.2, -0.2, 0.3], [0.1, 0.0, 0.3], [0.6, -1.1, 0.5], [-0.1, 0.1, 0.0], [1.4, 0.5, 1.2], [-0.4, 1.4, -1.6], [-0.6, 0.4, -0.7], [-1.0, 1.1, 1.4], [-1.5, -1.7, -1.8], [2.4, 0.7, 1.2], [-0.8, -1.3, 0.1], [-0.5, -0.1, -0.7], [0.1, 0.6, 0.4], [-0.3, -0.1, 0.1], [-0.3, 0.1, -0.6], [-0.2, -0.5, 0.1], [0.2, -0.5, -0.2], [-0.1, 0.1, 0.2], [-0.2, -0.3, -0.6], [-0.1, -0.1, -0.3], [1.0, -0.6, 0.7], [0.1, 0.1, 0.4], [0.1, 0.5, -0.2], [-0.1, 0.8, 0.4], [0.1, 0.0, 0.4], [-0.2, 0.2, -0.5], [-1.3, -0.3, 1.5], [1.0, 1.3, -0.4], [-0.7, -1.7, -1.9], [-0.3, 1.8, 1.0], [2.1, -0.7, 0.7], [1.8, 0.2, -0.7], [-1.3, -0.5, 0.2], [-0.2, -0.5, -0.2], [0.0, 2.1, 0.6], [0.3, -0.2, -0.1], [0.1, 0.0, -0.5], [-0.4, -0.1, 0.0], [-0.6, 0.9, 0.3], [0.3, -0.7, 0.2], [-0.3, -0.1, -0.2], [0.8, -0.7, -0.2], [-0.7, 0.3, -0.1], [-0.3, 0.0, -0.1], [-0.6, -0.1, -0.1], [0.9, -0.1, 0.1], [-0.8, -0.8, -0.2], [0.5, -0.3, 0.0], [0.0, 0.1, 0.2], [-0.3, -0.1, -0.5], [1.0, -1.7, -0.7], [-0.8, 0.7, 1.4], [1.1, 0.8, -1.4], [-0.1, 0.4, 0.7], [-0.6, -2.6, 0.6], [3.1, -0.7, 2.3], [-0.5, 0.6, -0.7], [-0.2, -2.6, 1.6], [-0.2, 0.7, -0.4], [-1.5, -0.1, 0.0], [0.7, 0.4, 0.1], [0.4, 0.0, 0.3], [-1.4, -0.6, -0.4], [0.8, -0.2, -0.7], [-0.6, 1.6, -1.1], [-0.1, 0.8, -0.6], [0.4, -0.6, -0.3], [-0.6, 1.1, 0.1], [-0.2, -0.2, -0.3], [-0.1, 0.6, 0.1], [-0.7, -0.4, 0.0], [-0.3, 0.4, 0.3], [-0.3, 1.1, 0.2], [0.5, 0.6, -1.1], [0.7, -0.3, -0.1], [-1.4, 0.0, 1.7], [1.7, 1.9, -1.9], [-2.0, -0.2, -0.4], [1.5, -0.6, 1.7], [-1.3, -0.4, 0.3], [0.8, 0.4, -0.6], [0.0, -0.7, 0.9], [0.5, 0.5, -1.8], [0.0, 1.5, 0.0], [0.0, -0.7, -0.3], [0.5, -0.1, -0.6], [-0.3, -0.7, 0.1], [-0.2, -0.5, 0.1], [0.5, -1.1, 0.2], [0.1, 0.1, 0.1], [-1.1, 0.0, 0.4], [-0.1, 0.7, -0.4], [0.2, 0.1, 0.2], [-0.1, 0.0, -0.1], [-0.5, 0.8, -0.2], [-0.1, 0.1, 0.6], [0.6, -0.6, 0.6], [0.0, -0.2, -0.4], [1.7, 0.9, 0.8], [0.2, 0.3, 0.9], [-0.7, -1.3, -0.2], [0.9, -2.2, 2.0], [-1.1, -0.3, 0.0], [0.4, 1.0, 0.1], [-0.6, 0.1, 0.0], [0.7, -1.4, -1.0], [-0.9, 0.5, 1.4], [-0.6, 0.2, -1.2], [0.4, -0.6, -0.2], [-0.8, 0.4, -0.1], [0.1, 0.3, -1.0], [-0.1, 0.5, 0.5], [-0.4, 1.0, -0.1], [0.0, 0.3, -0.6], [0.1, -0.1, 0.0], [-0.2, 0.8, 0.0], [0.0, 0.4, -0.7], [0.4, -0.6, -0.2], [-0.3, 0.0, 0.2], [0.7, 0.3, -0.7], [0.3, -0.4, -0.7], [-0.3, -0.1, 0.5], [-0.3, 0.6, 0.4], [-1.2, 0.5, -0.2], [2.1, -0.6, -1.7], [0.1, -0.4, 2.0], [-0.1, 0.0, -0.2], [0.1, -0.3, 0.2], [-0.3, 0.2, 0.1], [0.2, -0.2, -0.2], [0.0, 0.3, 0.5], [0.0, -0.3, -0.3], [-0.6, 0.1, -0.5], [0.1, 0.0, 0.0]], "homo_energy_ev": -8.0368, "smiles": "COC[C@H](C)N.COC[C@H](C)N.COC[C@H](C)N.COC[C@H](C)N.COCCNCCOC.COCCNCCOC.COCCNCCOC.COCCNCCOC.COCCNCCOC.COCCNCCOC.CC(C)O", "energy_ha": -4006.62014, "de_lowest_kcal_mol": 157.7}